Record 1
{"formula": "C6H15Br2PSi", "method": "the ωB97M-V functional and the def2-TZVPD basis", "symbols": ["C", "C", "C", "Br", "Si", "Br", "P", "C", "C", "C", "H", "H", "H", "H", "H", "H", "H", "H", "H", "H", "H", "H", "H", "H", "H"], "xyz": [[3.19460, 1.01517, 0.83537], [2.80317, 0.03025, -0.33151], [1.77675, -1.03332, 0.18157], [2.67878, -2.80635, 0.35498], [0.17201, -1.17797, -0.83993], [0.28702, -0.23305, -2.89825], [-1.46878, -0.37774, 0.42807], [-2.53778, -1.91254, 0.78371], [-2.49809, 0.86658, -0.51680], [-1.98336, 2.30489, -0.14892], [3.07163, 0.52725, 1.80912], [2.51767, 1.87197, 0.75981], [4.24673, 1.29461, 0.72196], [2.38697, 0.66400, -1.12471], [3.68838, -0.47043, -0.73820], [1.49766, -0.77280, 1.21099], [-0.06444, -2.62450, -1.05574], [-2.25954, -2.70356, 0.07697], [-3.58084, -1.61054, 0.65242], [-2.29846, -2.21880, 1.80412], [-3.52498, 0.79640, -0.12511], [-2.54581, 0.70094, -1.59963], [-2.45639, 2.64347, 0.77712], [-2.21010, 2.98539, -0.97825], [-0.89277, 2.24067, -0.03917]], "forces_ev_per_angstrom": [[-0.1, -0.9, -0.8], [0.0, 0.4, 1.1], [0.6, 0.5, -0.6], [-0.4, 0.5, 0.0], [0.0, -0.6, -0.3], [0.1, -0.1, 0.5], [-0.7, 0.3, 0.8], [0.9, 0.6, -0.8], [-0.2, 0.4, 0.4], [0.1, -1.0, -0.8], [0.1, 0.2, -0.2], [0.4, 0.0, 0.3], [-0.3, 0.3, 0.1], [0.0, -0.4, 0.0], [-0.3, 0.1, 0.1], [0.0, -0.2, -0.3], [0.0, 0.1, -0.1], [-0.4, 0.0, 0.3], [0.1, -0.3, 0.2], [-0.3, 0.0, -0.2], [0.3, -0.3, -0.2], [0.2, 0.0, 0.2], [0.3, 0.0, -0.2], [0.0, 0.0, 0.3], [-0.2, 0.4, 0.1]], "nbo_charge": [-0.6076, -0.4332, -0.6904, -0.0175, 0.9861, -0.3087, 0.2824, -0.8760, -0.6727, -0.6038, 0.2040, 0.2081, 0.2167, 0.2158, 0.2268, 0.2487, -0.1605, 0.2285, 0.2344, 0.2355, 0.2249, 0.2273, 0.2145, 0.2132, 0.2035], "smiles": "CC[C@H](Br)[Si@H](Br)P(C)CC", "energy_ha": -6016.51145, "homo_energy_ev": -8.44, "total_charge": 0}

Record 2
{"formula": "C6H15BrN", "method": "the ωB97M-V functional and the def2-TZVPD basis", "symbols": ["C", "C", "C", "C", "C", "C", "N", "Br", "H", "H", "H", "H", "H", "H", "H", "H", "H", "H", "H", "H", "H", "H", "H"], "xyz": [[-1.13772, 1.44168, 1.09004], [-1.94071, -0.14831, -0.66217], [0.30791, -1.42108, 0.93048], [1.32219, -0.99394, -1.69414], [-0.74331, 0.67074, -0.18378], [0.46574, -0.18639, 0.09879], [1.62441, 0.64086, 0.50669], [2.07286, 0.50808, -2.59398], [-2.06240, 1.97711, 0.90290], [-0.39747, 2.18333, 1.38886], [-1.31702, 0.75882, 1.91662], [-2.75117, 0.52243, -0.93215], [-1.69074, -0.74069, -1.53596], [-2.30207, -0.80994, 0.11899], [-0.40576, -2.08923, 0.46280], [-0.06844, -1.18291, 1.92644], [1.24787, -1.95601, 1.03713], [2.06421, -1.68815, -1.33807], [0.49245, -1.42309, -2.23057], [-0.48740, 1.39742, -0.96289], [2.38604, 0.06321, 0.88168], [1.34332, 1.33353, 1.21678], [1.97719, 1.14255, -0.34450]], "forces_ev_per_angstrom": [[0.0, -0.1, -0.2], [0.3, 0.1, 0.0], [-0.1, 0.2, 0.3], [-1.7, 2.0, 2.9], [-0.1, 0.1, 0.2], [1.4, -2.1, -3.3], [0.1, 0.4, 0.1], [0.0, -0.2, 0.0], [-0.1, 0.1, 0.0], [0.0, 0.1, 0.1], [0.0, 0.0, 0.1], [-0.1, 0.0, 0.0], [0.0, -0.1, -0.1], [-0.1, -0.1, 0.1], [-0.1, -0.1, -0.1], [0.0, 0.0, 0.1], [0.1, -0.1, 0.0], [0.2, -0.1, 0.0], [0.0, 0.0, -0.1], [0.1, 0.0, 0.0], [-0.2, 0.2, -0.1], [0.2, -0.2, -0.2], [-0.1, -0.1, 0.4]], "nbo_charge": [-0.6129, -0.5994, -0.6950, -0.4533, -0.3155, 0.2838, -0.7461, 0.0834, 0.2529, 0.1903, 0.2171, 0.2396, 0.2175, 0.2162, 0.2610, 0.2335, 0.2268, 0.2137, 0.2289, 0.2282, 0.4416, 0.4407, 0.4471], "e_above_lowest_kcal_mol": 40.9, "energy_ha": -2866.08621, "homo_energy_ev": -13.54, "total_charge": 1}

Record 3
{"formula": "C6H15BrN2O4P", "method": "the ωB97M-V functional and the def2-TZVPD basis", "symbols": ["O", "C", "O", "C", "C", "N", "P", "O", "Br", "H", "H", "H", "H", "H", "H", "H", "H", "C", "C", "O", "N", "C", "H", "H", "H", "H", "H", "H", "H"], "xyz": [[-3.96165, 0.81139, 2.78450], [-3.38191, -0.08089, 2.33591], [-3.40733, -1.27689, 2.92364], [-2.59526, 0.06107, 1.03832], [-1.48422, 1.10595, 1.16855], [-0.30295, 0.45954, 1.85034], [1.21645, 1.49950, 1.76267], [2.29650, 0.28496, 1.65228], [1.53215, 2.42445, 3.76430], [-2.73592, -1.85007, 2.53549], [-2.17577, -0.91403, 0.78637], [-3.22027, 0.33840, 0.20260], [-1.81548, 1.96871, 1.72839], [-1.18341, 1.34077, 0.15817], [-0.10166, -0.41868, 1.34934], [-0.54009, 0.27480, 2.82999], [1.90481, -0.45881, 2.13956], [2.36663, 0.07836, -1.34541], [1.08788, -0.62945, -1.69722], [0.26737, -0.91622, -0.81121], [0.84767, -0.93551, -2.98177], [1.69176, -0.67173, -4.13728], [2.31466, 0.19512, -0.27677], [3.24564, -0.50892, -1.61166], [2.41501, 1.05190, -1.83620], [-0.03239, -1.40610, -3.13224], [1.14611, -0.04783, -4.84477], [1.94467, -1.61562, -4.61932], [2.60641, -0.16511, -3.85183]], "forces_ev_per_angstrom": [[-1.9, 3.3, 1.7], [1.1, -1.7, -1.9], [0.6, -0.8, 0.2], [0.7, -0.6, 0.5], [-0.5, -1.1, -0.5], [-0.2, 0.2, 0.9], [1.2, 1.4, -1.1], [-1.4, 0.1, 1.3], [-0.5, -0.8, -0.3], [-0.3, -0.3, 0.0], [0.3, 0.1, -0.4], [-0.5, 0.1, 0.1], [0.1, 0.3, 0.1], [0.4, 0.4, 0.0], [0.0, 0.1, -0.3], [-0.1, -0.2, 0.0], [1.0, -0.4, 0.0], [-0.3, -0.1, -0.2], [0.0, -0.1, -0.4], [-0.2, 0.2, 0.4], [0.0, 0.1, 0.5], [-0.3, -0.2, -0.1], [0.4, 0.1, -0.3], [0.0, 0.1, 0.0], [0.1, 0.0, 0.0], [0.0, 0.0, -0.1], [0.1, 0.0, 0.0], [0.1, 0.1, -0.1], [0.0, 0.0, 0.1]], "nbo_charge": [-0.5213, 0.7628, -0.6445, -0.5364, -0.2205, -0.8414, 1.2047, -0.9460, -0.1480, 0.4787, 0.2151, 0.2792, 0.2540, 0.2478, 0.4752, 0.4387, 0.4957, -0.7354, 0.6982, -0.7465, -0.5774, -0.4158, 0.2398, 0.2474, 0.2397, 0.4085, 0.2139, 0.2162, 0.2176], "energy_ha": -3563.28043, "homo_energy_ev": -13.05, "total_charge": 1}

| no. | LUMO energy (eV) |
| --- | --- |
| 1 | 0.31 |
| 2 | -3.17 |
| 3 | -3.44 |